a:
{"formula": "C2H5N3O2S", "method": "wB97M-V/def2-TZVPD", "spin_multiplicity": 1, "lumo_energy_ev": 0.466, "elements": ["S", "O", "O", "N", "N", "N", "C", "C", "H", "H", "H", "H", "H"], "positions_angstrom": [[3.15261, -0.90817, 0.00625], [0.47104, -0.14236, -0.14884], [-2.88904, -0.98335, 0.01718], [2.61298, 0.71716, -0.08303], [-1.31397, 1.33442, 0.05655], [-1.56247, -1.00634, -0.35949], [1.36602, 0.90294, -0.13487], [-0.85667, 0.16474, -0.11292], [-2.92004, -0.88909, 0.99585], [-1.09138, -1.85843, -0.08562], [4.45008, -0.55999, 0.05125], [-2.32569, 1.32176, -0.02570], [0.90653, 1.90671, -0.17661]]}

b:
{"formula": "C2H5N3O2S", "method": "wB97M-V/def2-TZVPD", "spin_multiplicity": 1, "lumo_energy_ev": 0.109, "elements": ["S", "O", "O", "N", "N", "N", "C", "C", "H", "H", "H", "H", "H"], "positions_angstrom": [[-2.60301, -1.17551, -0.05942], [3.74575, -0.61739, 0.11883], [-0.28065, -0.00138, 0.44766], [2.38753, -0.58320, -0.13585], [0.61368, 1.08834, -0.04923], [-1.91475, 1.58953, -0.14699], [-1.59817, 0.20500, -0.08561], [1.90944, 0.71973, -0.20588], [4.19691, -0.94887, -0.62814], [-1.12110, 2.22573, 0.60452], [-2.94769, 1.91946, 0.13916], [1.84169, -1.39909, 0.29953], [2.48465, 1.75016, 0.07716]]}

Stability summary: most stable a, least stable b.

a:
{"formula": "C2H5N3O2S", "method": "wB97M-V/def2-TZVPD", "spin_multiplicity": 1, "lumo_energy_ev": -0.204, "elements": ["S", "O", "O", "N", "N", "N", "C", "C", "H", "H", "H", "H", "H"], "positions_angstrom": [[-1.65397, 0.73974, 1.85737], [1.42163, 0.71685, -1.75938], [0.06376, -1.96631, -1.01826], [0.69642, -1.55324, 1.08675], [-0.85617, 1.20531, 0.39736], [-0.08991, 0.56083, -1.61538], [0.14456, -1.13828, -0.15648], [-0.27986, 0.28880, -0.36398], [1.26597, -2.54568, 0.71201], [-0.65016, 1.43663, -1.87297], [1.59054, 1.48195, -0.97313], [0.87493, -1.07504, 2.08075], [-2.52775, 1.84844, 1.62535]]}

b:
{"formula": "C2H5N3O2S", "method": "wB97M-V/def2-TZVPD", "spin_multiplicity": 1, "lumo_energy_ev": 0.410, "elements": ["S", "O", "O", "N", "N", "N", "C", "C", "H", "H", "H", "H", "H"], "positions_angstrom": [[-2.72252, 1.01854, 0.35241], [2.59145, -0.33444, 0.42402], [0.97811, -1.84231, 0.32594], [0.43278, 0.18833, 0.27888], [-1.91636, -1.48109, -0.49526], [1.40741, -0.57041, 0.31306], [-2.30908, -0.39249, -0.14094], [0.82171, 1.51648, -0.00689], [0.46732, 1.84440, -0.97078], [-1.98600, -2.00059, -1.35361], [1.90600, 1.69508, 0.04541], [-0.00181, -1.93475, 0.49917], [0.33099, 2.29324, 0.72861]]}

c:
{"formula": "C2H5N3O2S", "method": "wB97M-V/def2-TZVPD", "spin_multiplicity": 1, "lumo_energy_ev": 0.137, "elements": ["S", "O", "O", "N", "N", "N", "C", "C", "H", "H", "H", "H", "H"], "positions_angstrom": [[-0.15653, -2.77181, -0.61263], [-0.69115, -2.97149, 0.69189], [1.27631, -2.56492, -0.64409], [0.63924, 0.11053, -0.71221], [-0.62952, 1.65111, 0.35901], [-0.64098, -0.41043, -0.58132], [0.76984, 1.30172, 0.19238], [-1.38313, 0.52185, -0.03537], [-0.85460, 2.20982, 1.16872], [1.13819, 0.86119, 1.12921], [1.45819, -0.51111, -0.95853], [-2.45647, 0.44371, 0.27044], [1.53060, 2.12982, -0.26750]]}

Stability summary: most stable c, least stable a.

a:
{"formula": "C11H15N", "method": "wB97M-V/def2-TZVPD", "spin_multiplicity": 2, "charge": -1, "lumo_energy_ev": [3.509, 3.460], "elements": ["N", "C", "C", "C", "C", "C", "C", "C", "C", "C", "C", "C", "H", "H", "H", "H", "H", "H", "H", "H", "H", "H", "H", "H", "H", "H", "H"], "positions_angstrom": [[0.27060, -1.20016, 1.35088], [1.80584, -0.04963, 0.20503], [1.33189, -0.95801, 2.22954], [1.67795, 0.37628, -2.19918], [0.56444, -0.72730, 0.10264], [-3.22827, 0.67888, -0.06044], [-4.56867, 0.61016, -0.80261], [0.44121, -0.26596, -2.26005], [2.29070, -0.25679, 1.51660], [2.36668, 0.51420, -0.99528], [-0.18593, -0.74993, -1.07429], [3.65301, 0.16878, 1.95662], [-5.40368, 0.63490, -0.08898], [-4.67404, -0.35113, -1.28587], [-3.30151, 1.42637, 0.73183], [-0.02697, -0.35585, -3.23438], [-4.73263, 1.45493, -1.46874], [-2.39201, 0.85027, -0.73158], [-1.19928, -1.12609, -1.14413], [3.32198, 1.02701, -0.91593], [-3.00435, -0.27554, 0.42324], [3.80702, 1.25558, 1.88315], [2.08315, 0.76002, -3.12703], [3.88179, -0.13107, 2.97654], [4.39399, -0.21606, 1.24061], [-0.58094, -1.68532, 1.56670], [1.40801, -1.40855, 3.20512]]}

b:
{"formula": "C11H15N", "method": "wB97M-V/def2-TZVPD", "spin_multiplicity": 2, "charge": -1, "lumo_energy_ev": [3.463, 3.427], "elements": ["N", "C", "C", "C", "C", "C", "C", "C", "C", "C", "C", "C", "H", "H", "H", "H", "H", "H", "H", "H", "H", "H", "H", "H", "H", "H", "H"], "positions_angstrom": [[-0.34386, -0.33587, 1.09148], [0.38537, 3.08669, -0.15192], [-0.76274, 3.11157, -1.01647], [-0.36190, 0.84511, 0.30158], [3.02672, -2.39979, 0.97720], [2.75261, -1.23068, -0.06649], [-1.36832, -1.06758, 0.63621], [0.51954, 1.91923, 0.62349], [-1.73120, 2.09072, -1.11667], [-1.53447, 0.86258, -0.57625], [-2.04452, -0.47160, -0.43816], [-3.18609, -1.20158, -0.93027], [-1.59768, -2.09875, 0.88648], [0.12225, -0.34321, 1.93566], [-2.49534, 2.27087, -1.89804], [2.40725, -3.30504, 1.03001], [1.21287, 1.86103, 1.42303], [2.73990, -1.47358, -1.09013], [-4.18802, -0.76239, -0.89630], [3.06172, -1.88900, 2.06125], [3.72576, -0.59506, -0.00311], [-3.32398, -2.22674, -0.51533], [4.07715, -2.72499, 0.85843], [-2.96474, -1.47107, -2.02448], [0.63533, 4.05282, 0.28768], [1.98108, -0.55434, 0.31915], [-0.74469, 4.05066, -1.70803]]}

c:
{"formula": "C11H15N", "method": "wB97M-V/def2-TZVPD", "spin_multiplicity": 2, "charge": -1, "lumo_energy_ev": [3.869, 3.789], "elements": ["N", "C", "C", "C", "C", "C", "C", "C", "C", "C", "C", "C", "H", "H", "H", "H", "H", "H", "H", "H", "H", "H", "H", "H", "H", "H", "H"], "positions_angstrom": [[0.74710, 1.92751, 0.15474], [1.58633, -1.79709, -1.24117], [-0.63324, 1.09648, -1.47205], [-0.44016, -0.25289, 2.85462], [2.47798, 0.10119, -0.04130], [-1.65571, -0.88641, 2.16329], [1.25734, 0.62762, -0.28681], [-0.37497, 2.18259, -0.62298], [0.43710, -1.17770, -1.69307], [0.29940, 0.10516, -1.22124], [-1.91838, 0.92851, -2.31474], [2.71505, -1.20839, -0.63830], [1.49106, -2.90258, -1.54326], [-1.81172, -2.03874, 2.25366], [-0.43843, -1.72747, -2.07890], [-0.56227, -0.49731, 4.00335], [-2.42467, 0.08554, -1.92901], [3.57200, -1.81951, -0.48290], [-1.58144, 0.69100, -3.25715], [-0.37968, 0.78884, 2.71969], [-0.95438, 3.07109, -0.43897], [-2.73693, 1.56779, -2.14200], [-2.64525, -0.53027, 2.43322], [0.50248, -0.72944, 2.56762], [3.31513, 0.45672, 0.63240], [1.57985, 2.50466, 0.51215], [-1.42361, -0.56689, 1.10915]]}

d:
{"formula": "C11H15N", "method": "wB97M-V/def2-TZVPD", "spin_multiplicity": 2, "charge": -1, "lumo_energy_ev": [3.864, 3.742], "elements": ["N", "C", "C", "C", "C", "C", "C", "C", "C", "C", "C", "C", "H", "H", "H", "H", "H", "H", "H", "H", "H", "H", "H", "H", "H", "H", "H"], "positions_angstrom": [[-0.36803, 1.61000, -1.13384], [-0.73873, 0.32921, -0.66958], [0.94896, 1.54005, -1.54300], [-0.82453, -2.21667, 0.33887], [0.38681, 0.58580, 2.66272], [0.43997, -0.47613, -0.71832], [1.50058, 0.33966, -1.23092], [-1.99378, -0.16668, -0.22293], [-2.00244, -1.42888, 0.31430], [0.41860, -1.79608, -0.24228], [2.84700, -0.07166, -1.32238], [-1.03684, 1.06781, 2.43329], [-1.78567, 0.30437, 2.25520], [0.39727, -0.50279, 2.51196], [-0.96902, 1.68072, 1.58384], [2.85252, -0.54728, -2.33946], [3.09683, -0.80720, -0.59953], [0.99699, 0.92684, 1.92929], [0.75164, 0.86637, 3.60944], [-0.84363, 2.44386, -1.25173], [3.63180, 0.62191, -1.32652], [-1.52012, 1.71470, 3.30450], [-2.82522, -1.60644, 0.89093], [-2.78113, 0.50266, -0.37192], [1.25119, -2.49292, -0.37259], [1.34195, 2.51841, -1.68090], [-0.69288, -3.13182, 0.99580]]}

Stability summary: most stable a, least stable b.